No. 1
Formula: C32H37I2N3O3PS2TeTi
Source: the OMol25 dataset
Level of theory: ωB97M-V/def2-TZVPD

Positions of all 82 atoms, in Å:
I: 1.4011 0.2553 3.5827
I: 0.4926 0.3897 -2.2189
Te: 5.2519 -0.7579 2.4727
Ti: 1.3238 -0.2874 0.3106
S: -0.0452 1.7300 0.9118
S: -0.8376 -1.3166 1.1264
P: 3.6789 -1.8748 1.1827
O: 3.8017 -3.4266 1.6174
O: 3.9717 -1.8846 -0.4380
O: 2.1765 -1.5844 1.1515
N: -2.6538 2.2034 0.7755
N: 1.0435 -2.6830 -1.0851
N: -3.3370 -0.4992 0.6832
C: -3.7709 -1.8725 0.7234
C: 4.0113 3.7148 3.7474
C: -4.0848 -2.4075 -0.6501
C: 2.8435 1.0716 0.6046
C: 5.2981 -1.6762 -0.8988
C: -2.3977 3.5578 0.3298
C: 3.0581 2.7189 3.9917
C: 4.2773 2.8737 1.5023
C: -5.5222 -3.6025 -2.1622
C: -4.6076 -3.4153 -3.1848
C: -3.4368 -2.7144 -2.9463
C: 6.2175 -2.8488 -0.6159
C: 5.0185 2.8512 0.3038
C: 4.7178 1.9599 -0.6831
C: -2.7596 3.1853 -2.1221
C: -2.0352 -0.1205 0.8444
C: 1.5749 -4.2751 2.2150
C: -3.1778 -2.2157 -1.6838
C: 3.2270 1.9175 1.6883
C: -3.4827 3.3653 -3.2870
C: -1.6896 1.2411 0.8124
C: -4.9953 4.8176 -2.1222
C: -4.2639 0.4906 0.1957
C: 4.6222 3.7762 2.5293
C: 2.8623 -4.4769 1.4297
C: 3.6044 1.1152 -0.5459
C: -5.2635 -3.0938 -0.9010
C: -4.2711 4.6381 -0.9568
C: -3.1457 3.8249 -0.9505
C: -4.6017 4.1826 -3.2876
C: -4.0174 1.7804 0.9758
C: 2.6855 1.8574 2.9946
H: -2.9681 -2.4623 1.1760
H: 3.3918 -5.3641 1.7968
H: 7.1853 -2.6725 -1.0773
H: -3.1702 2.8629 -4.1892
H: 0.9968 -3.4382 1.8234
H: 5.7041 -0.7708 -0.4250
H: -5.8705 5.4507 -2.1166
H: 5.2054 -1.5030 -1.9748
H: -4.6554 -1.9432 1.3659
H: -1.8857 2.5516 -2.1258
H: 0.6691 -2.5236 -2.0187
H: -4.1211 0.6732 -0.8795
H: 2.6308 2.6320 4.9776
H: -4.6956 2.5613 0.6348
H: -4.8041 -3.8151 -4.1671
H: -4.1891 1.5883 2.0447
H: -2.2618 -1.6739 -1.4991
H: -4.5706 5.1426 -0.0471
H: 1.8146 -4.0634 3.2522
H: -5.9752 -3.2325 -0.0992
H: 0.9737 -5.1789 2.1672
H: 5.4047 4.4974 2.3439
H: 0.4617 -3.3914 -0.6438
H: 2.6475 -4.6170 0.3628
H: 1.9795 -3.0697 -1.1999
H: 5.7940 -3.7693 -1.0115
H: -1.3207 3.6655 0.1788
H: -5.2803 0.1265 0.3537
H: 5.8418 3.5409 0.1911
H: -5.1619 4.3294 -4.1983
H: 4.2921 4.3871 4.5442
H: -6.4417 -4.1388 -2.3476
H: 6.3594 -2.9618 0.4561
H: -2.7073 4.2624 1.1100
H: 3.3772 0.4695 -1.3954
H: -2.7260 -2.5477 -3.7421
H: 5.3130 1.9113 -1.5839

Calculated values
spin multiplicity = 2
lowest unoccupied orbital energy (spin up / spin down) = -0.440 / -0.943 eV
expectation value of S² = 0.76
relative energy (zero: lowest compared OMol25 entry of this formula, charge and spin) = 17.5 kcal per mole
Kohn-Sham gap (spin up / spin down) = 6.1452 / 6.2822 eV

Charges computed using Mulliken, reported in e:
1 I 0.21
2 I -0.33
3 Te -0.16
4 Ti 0.52
5 S -0.54
6 S -0.56
7 P -0.53
8 O -0.24
9 O -0.25
10 O 0.81
11 N 0.19
12 N -0.56
13 N 0.07
14 C -1.61
15 C -0.67
16 C 0.84
17 C 1.22
18 C -0.37
19 C -1.04
20 C -0.86
21 C 0.99
22 C -0.61
23 C -0.40
24 C -0.84
25 C -1.29
26 C -0.84
27 C -1.32
28 C -0.08
29 C 0.09
30 C -0.59
31 C 0.23
32 C 0.97
33 C -0.80
34 C 0.62
35 C -0.61
36 C -0.60
37 C -0.95
38 C -0.22
39 C -0.81
40 C -0.52
41 C -0.36
42 C 0.43
43 C -0.37
44 C -0.93
45 C 0.12
46 H 0.36
47 H 0.34
48 H 0.44
49 H 0.44
50 H -0.13
51 H 0.31
52 H 0.39
53 H 0.38
54 H 0.45
55 H 0.37
56 H 0.23
57 H 0.25
58 H 0.42
59 H 0.45
60 H 0.39
61 H 0.37
62 H 0.28
63 H 0.40
64 H 0.30
65 H 0.37
66 H 0.39
67 H 0.38
68 H 0.23
69 H 0.19
70 H 0.14
71 H 0.28
72 H 0.31
73 H 0.51
74 H 0.38
75 H 0.38
76 H 0.39
77 H 0.38
78 H 0.29
79 H 0.35
80 H 0.22
81 H 0.45
82 H 0.47


No. 2
Formula: C3H4N2
Source: the OMol25 dataset
Level of theory: ωB97M-V/def2-TZVPD

Positions of all 9 atoms, in Å:
N: -0.3579 -0.6602 -0.8999
N: -1.4380 -0.5957 0.1110
C: -0.6826 0.5776 -0.2062
C: 0.7033 0.6171 0.4028
C: 0.9568 -0.5374 -0.2144
H: 1.2758 1.3547 0.9505
H: -1.1292 -0.9911 1.0012
H: -1.1384 1.4075 -0.7313
H: 1.8103 -1.1724 -0.4138

Calculated values
lowest unoccupied orbital energy = 1.164 eV
relative energy (zero: lowest compared OMol25 entry of this formula, charge and spin) = 96.7 kcal per mole
Kohn-Sham gap = 10.5219 eV

Charges computed using Mulliken, reported in e:
1 N -0.30
2 N -0.39
3 C 0.01
4 C -0.22
5 C -0.43
6 H 0.34
7 H 0.30
8 H 0.34
9 H 0.36


No. 3
Formula: C40H50F6N7O6S2Sc
Source: the OMol25 dataset
Level of theory: ωB97M-V/def2-TZVPD

Positions of all 112 atoms, in Å:
Sc: 0.4079 0.1409 0.0363
S: -1.5384 -1.8212 0.3876
S: -3.1990 -3.6900 1.8228
F: -1.5617 -5.5892 2.6300
F: -2.6892 -3.0168 -1.6967
F: -1.9566 -5.5996 0.5065
F: -3.8460 -1.3600 -0.8541
F: -3.4832 -6.2678 1.8882
F: -2.0818 -0.9650 -1.9694
O: -4.2191 -3.6307 0.8287
O: 3.0319 -0.0137 3.4706
O: -3.4874 -3.4692 3.1960
O: -0.1580 -1.9494 -0.1350
O: 2.8301 0.7094 -3.4693
O: -1.6651 -0.4020 0.7958
N: 1.0441 0.1709 -2.0967
N: -1.4624 4.2566 0.1491
N: -0.1135 2.3221 -0.0011
N: -1.8699 -2.8617 1.4154
N: -2.4044 2.1803 -0.1757
N: 1.1493 -0.1407 2.1205
N: 2.5813 0.3545 0.0161
C: -0.4908 2.1817 -3.5791
C: 5.3097 0.6021 -0.0447
C: 0.4139 -1.5374 -3.7158
C: 3.0754 -3.1576 3.2387
C: 0.6800 2.0712 4.1738
C: -0.3240 5.1563 0.2610
C: 2.3211 0.5003 -2.3732
C: -1.6856 1.7741 3.3822
C: 0.6938 -3.8642 -2.7389
C: -0.3727 -0.2876 4.0891
C: -1.2227 0.2830 -5.0519
C: 0.3090 -0.2095 -3.2697
C: 3.2038 0.5311 -1.1485
C: 1.3667 -2.5378 -3.0872
C: -1.0338 -1.1119 4.9966
C: 4.6522 0.4513 1.1668
C: 4.5810 0.6417 -1.2265
C: -0.8333 -2.4771 5.0227
C: -2.6334 -1.8215 -1.1297
C: -0.5817 1.2113 4.2740
C: -1.1591 -1.0302 -5.4803
C: 1.3945 -4.2540 1.7447
C: 2.4544 0.0659 2.3919
C: 2.5657 -2.7717 -4.0074
C: -1.2880 2.9241 0.0070
C: -3.7645 3.9369 0.8423
C: -2.4933 -5.3930 1.7042
C: -0.3330 -1.9254 -4.8221
C: 0.4790 -0.8869 3.1499
C: 0.5424 2.9355 -4.4232
C: 0.0862 -3.0392 4.1573
C: 3.2722 0.3311 1.1529
C: 0.8434 4.5603 -0.4899
C: -0.4880 0.7164 -3.9542
C: 0.7551 -2.2658 3.2192
C: -3.7595 2.5625 0.2004
C: -2.7985 4.8287 0.0888
C: 1.8279 -2.9305 2.3789
C: -1.8649 2.8345 -3.7073
C: 1.0902 3.1584 0.0332
H: 0.5683 3.9949 -4.1563
H: -0.9408 1.3022 5.3055
H: -2.2452 1.1861 -0.2044
H: -3.4465 3.8697 1.8860
H: -1.7597 2.8580 3.5110
H: -2.6405 2.2442 -3.2192
H: 2.1940 -4.6206 1.0990
H: -2.6552 1.3294 3.6113
H: 0.9061 2.3163 3.1358
H: 0.5280 3.0098 4.7108
H: -1.6998 -0.6553 5.7188
H: 5.0338 0.7573 -2.1992
H: -1.4643 1.5755 2.3361
H: 1.7359 5.1736 -0.3660
H: -0.0730 5.3237 1.3148
H: -4.3852 2.5565 -0.6972
H: 1.3982 -4.5196 -2.2253
H: 2.2521 -3.2588 -4.9325
H: -0.6218 6.1150 -0.1683
H: -1.7320 -1.3508 -6.3396
H: -2.7471 5.8217 0.5351
H: -3.1129 4.9460 -0.9562
H: -2.1516 2.9702 -4.7517
H: 1.7420 -2.1068 -2.1541
H: 3.4122 -2.2375 3.7152
H: -4.1508 1.8121 0.8903
H: 0.2866 2.8672 -5.4829
H: 0.2787 -4.1024 4.2020
H: 1.5498 1.5675 4.5892
H: 2.8553 -3.8898 4.0172
H: 1.2160 -5.0196 2.5007
H: 1.5363 2.5120 -4.2947
H: 3.8870 -3.5564 2.6283
H: -0.1628 -3.7200 -2.0882
H: -1.8522 3.8250 -3.2455
H: 5.1620 0.4046 2.1177
H: 6.3887 0.6770 -0.0704
H: 0.6066 4.5190 -1.5558
H: 0.3527 -4.3863 -3.6347
H: -1.8456 0.9869 -5.5877
H: 3.2982 -3.4197 -3.5235
H: -0.2596 -2.9441 -5.1790
H: -4.7703 4.3552 0.8214
H: 3.0480 -1.8309 -4.2686
H: 2.0958 -2.2581 1.5574
H: 1.8544 2.6833 -0.5826
H: 0.4949 -4.1574 1.1401
H: -0.1733 2.2522 -2.5339
H: 1.4815 3.2022 1.0569
H: -1.3723 -3.0956 5.7256

Calculated values
lowest unoccupied orbital energy = -0.510 eV
relative energy (zero: lowest compared OMol25 entry of this formula, charge and spin) = 10.3 kcal per mole
Kohn-Sham gap = 7.8244 eV

Atom charges from the Mulliken analysis, given in e for atoms 1 to 99:
1 Sc -2.12
2 S 1.53
3 S 0.89
4 F -0.19
5 F -0.25
6 F -0.22
7 F -0.23
8 F -0.22
9 F 0.07
10 O -0.64
11 O -0.74
12 O -0.59
13 O -0.49
14 O -0.79
15 O -0.70
16 N 1.72
17 N 0.33
18 N 1.12
19 N -0.05
20 N 0.57
21 N 1.87
22 N 1.53
23 C 2.05
24 C -0.89
25 C 1.09
26 C -1.82
27 C -1.88
28 C -0.87
29 C 0.06
30 C -1.50
31 C -1.47
32 C 0.49
33 C -0.59
34 C -0.99
35 C -0.26
36 C 1.55
37 C -0.78
38 C -0.73
39 C -0.73
40 C -1.64
41 C 0.31
42 C 0.10
43 C -1.55
44 C -1.37
45 C -0.32
46 C -1.75
47 C 0.11
48 C -0.54
49 C 0.70
50 C -0.59
51 C -0.06
52 C -1.76
53 C -0.22
54 C -0.14
55 C -0.48
56 C 1.33
57 C 1.35
58 C -0.63
59 C -0.87
60 C 1.34
61 C -1.97
62 C -0.72
63 H 0.49
64 H 0.73
65 H -0.57
66 H 0.14
67 H 0.44
68 H 0.37
69 H 0.45
70 H 0.43
71 H 0.20
72 H 0.51
73 H 0.40
74 H 0.67
75 H 0.41
76 H 0.46
77 H 0.19
78 H 0.47
79 H 0.40
80 H 0.34
81 H 0.59
82 H 0.37
83 H 0.60
84 H 0.19
85 H 0.60
86 H -0.78
87 H 0.35
88 H 0.24
89 H 0.42
90 H 0.43
91 H 0.41
92 H 0.37
93 H 0.42
94 H 0.27
95 H 0.45
96 H 0.12
97 H 0.32
98 H 0.64
99 H 0.46


No. 4
Formula: C20H23N7PtS
Source: the OMol25 dataset
Level of theory: ωB97M-V/def2-TZVPD

Positions of all 52 atoms, in Å:
Pt: 6.7243 -12.0354 5.8975
S: 8.7782 -12.9944 5.7374
N: 5.0862 -11.7930 7.1647
N: 9.4794 -11.8919 8.2259
N: 10.7543 -13.4446 7.3717
N: 5.9451 -9.8040 5.5223
N: 5.4800 -12.2375 4.2745
N: 4.7915 -11.3880 2.3458
N: 3.3292 -10.7719 7.9470
C: 5.0317 -14.6894 3.6524
C: 11.5068 -13.0021 8.5761
C: 4.9760 -9.4041 6.5816
C: 3.0428 -12.1572 8.1956
C: 4.2563 -12.7648 7.7008
C: 3.9991 -13.6134 1.2298
C: 4.3472 -15.4637 2.7297
C: 3.2374 -14.8798 8.1820
C: 4.3573 -14.1475 7.7354
C: 9.6326 -12.7255 7.1947
C: 11.0733 -14.7772 6.7212
C: 3.8833 -14.9905 1.5259
C: 4.6223 -12.7653 2.2041
C: 5.1471 -13.3006 3.4212
C: 10.7506 -11.7308 8.9366
C: 5.2282 -11.1197 3.5860
C: 2.0907 -14.2917 8.6544
C: 5.4816 -9.7113 4.1110
C: 1.9135 -12.8649 8.5509
C: 4.4408 -10.6546 7.2334
H: 3.2794 -15.6173 0.8380
H: 10.2397 -15.4715 6.9097
H: 4.0739 -8.8516 6.2398
H: 5.4475 -8.7843 7.3574
H: 2.6593 -10.0119 8.0408
H: 11.3953 -13.7245 9.4110
H: 4.6188 -9.0951 3.9482
H: 8.6840 -11.1973 8.2369
H: 10.5893 -11.4766 10.0170
H: 3.5984 -13.2114 0.3695
H: 3.2465 -16.0021 8.1522
H: 5.2321 -14.6740 7.3756
H: 12.6129 -12.8422 8.4474
H: 11.2344 -14.6181 5.6386
H: 0.9434 -12.3733 8.7429
H: 11.2409 -10.7983 8.5276
H: 1.3075 -14.8719 9.1240
H: 4.2937 -10.6658 1.8377
H: 5.3829 -15.1177 4.6021
H: 4.2772 -16.5004 2.9918
H: 6.7703 -9.1924 5.7138
H: 6.2305 -9.2729 3.4771
H: 11.9769 -15.2063 7.1695

Calculated values
spin multiplicity = 5
lowest unoccupied orbital energy (spin up / spin down) = -11.702 / -16.155 eV
expectation value of S² = 6.05
charge = +4
Kohn-Sham gap (spin up / spin down) = 7.8868 / 2.3733 eV

Charges computed using Mulliken, reported in e:
1 Pt 1.33
2 S -0.24
3 N -0.53
4 N 0.00
5 N 0.15
6 N -0.50
7 N -0.11
8 N -0.08
9 N -0.07
10 C -0.30
11 C -0.48
12 C -0.89
13 C 0.31
14 C 0.63
15 C -0.57
16 C -0.59
17 C -0.68
18 C -0.41
19 C 0.35
20 C -0.85
21 C -0.52
22 C 0.38
23 C 0.48
24 C -0.47
25 C 0.28
26 C -0.50
27 C -0.89
28 C -0.74
29 C 0.30
30 H 0.44
31 H 0.38
32 H 0.41
33 H 0.44
34 H 0.28
35 H 0.38
36 H 0.50
37 H 0.18
38 H 0.37
39 H 0.53
40 H 0.37
41 H 0.56
42 H 0.40
43 H 0.37
44 H 0.41
45 H 0.33
46 H 0.46
47 H 0.35
48 H 0.38
49 H 0.46
50 H 0.36
51 H 0.50
52 H 0.39


Respective molecular weight values: 1036.0; 68.1; 948.0; 588.6 g mol⁻¹.